Entry from OMol25: a molecular structure, C6H8 (ωB97M-V with the def2-TZVPD basis set).

Computed properties:
Frontier orbital gap ... 0.304 hartree
LUMO ... 0.780 eV

```
! wB97M-V def2-TZVPD RIJCOSX def2/J DEFGRID3
* xyz 0 1
C -0.3665 1.2292 -0.7779
C 0.0240 0.2829 0.8383
C -0.9006 -0.5130 -0.5373
C -0.9143 -0.8679 0.9072
C 1.4000 -0.0889 0.7076
C 2.5862 -0.3336 0.6647
H -1.1941 1.8772 -0.4928
H -0.4027 1.0616 -1.8679
H 0.5792 1.7442 -0.6161
H -0.2667 -1.1279 -1.1699
H -1.8727 -0.2751 -0.9610
H -1.8525 -0.6986 1.4375
H -0.4700 -1.8396 1.1168
H 3.6328 -0.5447 0.6484
*
```


Entry from OMol25: 2 unconnected molecules or ions with the total composition C6H8 in a non-equilibrium geometry (ωB97M-V with the def2-TZVPD basis set).

Computed properties:
Frontier orbital gap (alpha / beta) ... 0.314 / 0.303 hartree
LUMO (alpha / beta) ... 0.528 / 0.652 eV

```
! wB97M-V def2-TZVPD RIJCOSX def2/J DEFGRID3
* xyz 0 1
C -0.2266 0.3337 -0.9864
C 0.4841 -1.2643 2.1607
C -0.0249 -0.9306 -1.1595
C 0.7329 -2.0029 1.1284
C -0.6271 1.7209 -1.5692
C -0.1937 1.5582 -0.1790
H 0.3678 -1.6079 3.1500
H -0.3249 -0.5620 1.9268
H -0.0963 -1.6739 -1.8213
H 1.4120 -2.8630 0.8278
H 0.0269 2.0343 -2.3338
H -1.6396 1.8511 -1.8379
H -0.7998 1.4740 0.7442
H 0.9092 1.9326 -0.0508
*
```


Entry from OMol25: a single C6H8 molecule in a non-equilibrium geometry (ωB97M-V with the def2-TZVPD basis set).

Computed properties:
Frontier orbital gap ... 0.338 hartree
LUMO ... 1.231 eV
Structure (SMILES) ... C1=C[C@H]2C[C@H]2C1

```
! wB97M-V def2-TZVPD RIJCOSX def2/J DEFGRID3
* xyz 0 1
C 0.4470 -1.4496 -0.0418
C -0.6922 -0.7155 -0.6614
C -1.3708 0.3268 0.2252
C -0.2750 1.2322 0.7589
C 0.9274 0.9942 0.2266
C 0.9709 -0.1949 -0.6344
H 0.5286 -1.4561 1.0417
H 0.7303 -2.3830 -0.5154
H -0.3104 -0.3493 -1.6519
H -1.9128 -0.1696 1.0478
H -2.1215 0.9047 -0.3285
H -0.4696 1.9830 1.5202
H 1.8263 1.5636 0.4467
H 1.7217 -0.2865 -1.4336
*
```


Entry from OMol25: a molecular structure, C6H8AuLiO6 in a non-equilibrium geometry (ωB97M-V with the def2-TZVPD basis set).

Computed properties:
Frontier orbital gap (alpha / beta) ... 0.166 / 0.165 hartree
LUMO (alpha / beta) ... -1.275 / -1.963 eV
<S²> ... 2.056

```
! wB97M-V def2-TZVPD RIJCOSX def2/J DEFGRID3
* xyz 0 3
Li -1.3613 0.1409 2.5066
O 0.0424 -0.3097 1.2255
O -2.1136 -0.4798 0.6451
C -3.0008 0.2547 -0.1790
C -2.1319 1.3643 -0.7827
O -0.8056 1.0235 -0.4321
C -0.7778 -0.3182 0.1125
H -3.4222 -0.4016 -0.9539
H -3.7958 0.6623 0.4574
H -2.3736 2.3413 -0.3394
H -2.2235 1.4117 -1.8762
Au 0.4229 1.7595 1.2229
O 2.0406 1.7105 0.0615
O -0.3239 -1.2182 -0.7284
C 1.0688 -1.7304 0.4605
C 2.3545 -0.9257 0.2663
O 2.5185 -0.2053 -0.9543
C 2.4355 1.1693 -1.0005
H 1.6134 -2.6454 0.7810
H 0.2698 -2.4549 0.6894
H 3.2014 -1.6257 0.3186
H 2.5049 -0.2642 1.1267
*
```


Entry from OMol25: 2 unconnected molecules or ions with the total composition C6H8BN in a non-equilibrium geometry (ωB97M-V with the def2-TZVPD basis set).

Computed properties:
Frontier orbital gap ... 0.331 hartree
LUMO ... -0.541 eV

```
! wB97M-V def2-TZVPD RIJCOSX def2/J DEFGRID3
* xyz 0 1
B -0.7455 0.6280 0.5367
C 1.6979 0.4138 0.9707
C 0.7629 -1.3704 -0.2221
C 2.9098 -0.0076 0.5851
C 2.0027 -1.8451 -0.4885
C 0.5553 -0.1375 0.4031
C -2.0195 1.0099 -1.1921
N 3.0434 -1.1117 -0.1175
H -1.1498 1.1904 1.5542
H 1.5239 1.2832 1.4974
H -0.0909 -1.9759 -0.3170
H 3.8529 0.5639 0.7723
H 2.2341 -2.6538 -1.1821
H -1.7368 0.4877 -2.1372
H -2.0300 2.0865 -1.4173
H -3.0397 0.6373 -1.0451
*
```


Entry from OMol25: a molecular structure, C6H8BaN3O3S in a non-equilibrium geometry (ωB97M-V with the def2-TZVPD basis set).

Computed properties:
Frontier orbital gap ... 0.182 hartree
LUMO ... -5.996 eV

```
! wB97M-V def2-TZVPD RIJCOSX def2/J DEFGRID3
* xyz 1 1
O 4.0010 -2.1010 0.1755
C 3.2851 -1.2153 -0.2799
O 3.2699 -0.6431 -1.3642
C 2.2118 -0.7460 0.7464
N 0.9808 -0.2023 0.1245
C 1.1504 1.1084 -0.4945
C -0.2564 1.5374 -0.9210
S -1.0158 0.2238 -1.9325
C -2.3827 -0.1020 -0.9185
N -3.5865 -0.2596 -1.3397
N -4.3795 -0.5220 -0.2183
C -3.6131 -0.4946 0.8002
O -2.2888 -0.2537 0.4729
H 2.6144 -0.0551 1.4951
H 1.9307 -1.6608 1.3030
H 0.3265 -0.0259 0.8790
H 1.7843 1.0188 -1.3680
H 1.5937 1.8643 0.1532
H -0.8489 1.6488 -0.0129
H -0.2751 2.4720 -1.4638
H -3.9531 -0.6352 1.8096
Ba -0.5489 -0.9570 2.3538
*
```